(1)
ORCA calculation (ωB97M-V/def2-TZVPD) on a cluster of 2 separate species, C6H12PS in total in a non-equilibrium geometry.

Last column: natural (NBO) charge in e.
Geometry (Å):
C  -3.404  -1.507  0.231  0.026
C  -2.738  -1.865  1.404  -0.282
C  -2.636  -0.783  -0.870  -0.725
C  -1.348  -1.510  1.389  -0.318
C  0.124  0.590  -0.034  -0.973
C  4.469  1.691  -0.331  -0.649
P  -0.777  -0.992  -0.219  0.993
S  2.695  1.847  -0.967  -0.120
H  -4.461  -1.778  0.054  0.255
H  -3.051  -2.171  2.344  0.258
H  -2.926  -1.117  -1.923  0.303
H  -2.828  0.377  -0.725  0.317
H  -0.553  -1.797  2.117  0.269
H  2.557  0.874  -1.845  0.121
H  -0.564  1.136  0.700  0.252
H  0.131  1.124  -0.998  0.272
H  1.149  0.686  0.379  0.320
H  5.074  1.144  -1.025  0.236
H  4.376  1.291  0.606  0.210
H  4.710  2.758  -0.285  0.234

Properties
Total charge: +1

---

(2)
ORCA calculation (ωB97M-V/def2-TZVPD) on a cluster of 2 separate species, C5H9IN2 in total in a non-equilibrium geometry.

Last column: natural (NBO) charge in e.
Geometry (Å):
C  2.120  -0.115  0.513  -0.061
C  -1.080  0.580  -1.162  0.191
C  -2.539  0.798  -0.771  -0.656
C  1.991  -1.358  2.665  -0.204
C  -0.431  -0.590  -1.454  -0.464
N  -0.325  1.659  -0.817  -0.817
N  2.123  -0.687  1.612  -0.304
I  -1.530  -2.329  -2.005  0.053
H  3.124  -0.259  -0.040  0.184
H  -2.965  1.445  -1.452  0.222
H  -2.885  -0.252  -0.646  0.241
H  -2.604  1.208  0.289  0.220
H  -0.630  2.551  -0.611  0.384
H  2.540  -1.044  3.646  0.197
H  1.779  -2.410  2.626  0.201
H  0.576  -0.735  -1.640  0.208
H  0.738  1.538  -0.755  0.403

---

Energy relative to the best compared isomer or geometry (same formula, charge and spin) per entry: 25.8; 53.4 kcal/mol
Calculated total energy per entry: -974.99051; -602.96439 hartree
Kohn-Sham gap per entry: 5.9; 8.2 eV